DFT (wB97M-V/def2-TZVPD) results for C5H6EuO3 as an isolated structure in a non-equilibrium geometry.

F_max = 2.5 eV/A
total energy = -1129.38290 Ha
ΔE to the lowest compared entry with this formula, charge and spin = 54.3 kcal per mole
HOMO level (alpha / beta) = -13.52 / -13.53 eV
total charge = +2
<S²> = 15.766
spin multiplicity = 8
LUMO level (alpha / beta) = -9.962 / -9.718 eV

Structure (XYZ):
```
15
Properties=species:S:1:pos:R:3:forces:R:3
O -0.8279 2.5455 0.2444 -0.7 2.1 1.1
C -0.1756 1.5144 0.1603 0.3 -1.1 -0.6
O -0.2200 0.7384 -0.8888 -0.1 0.5 0.1
O 0.6250 1.0827 1.0978 -0.1 0.5 0.4
C 1.2458 -0.1494 0.6859 0.4 -0.8 0.2
C 0.6098 -0.4349 -0.6856 0.3 0.1 -1.4
C -0.2473 -1.6797 -0.7255 -1.3 -0.2 0.7
C -1.3873 -1.7334 0.1285 -1.4 -1.4 -0.4
Eu -1.3615 4.7670 1.6294 0.3 -1.4 -0.9
H 1.0085 -0.9099 1.4380 0.1 0.2 -0.2
H 2.3268 0.0088 0.6361 -0.3 0.0 0.0
H 1.3537 -0.4367 -1.4895 -0.1 0.1 0.2
H 0.3506 -2.6079 -0.6738 0.0 0.5 -0.4
H -1.1856 -1.7837 -1.5387 1.9 -0.1 0.8
H -2.1150 -0.9211 -0.0185 0.7 0.9 0.5
```
Positions in Å, forces in eV/Å.